The following is a DFT calculation (ωB97M-V with the def2-TZVPD basis set) of a cluster of 12 separate species, H26O13 in total at a distorted geometry.

Bonds (Å) are listed after each position.
Geometry (Å):
1 H -0.698 -0.850 0.930  O27 0.964
2 H -0.323 0.152 -0.149  O27 0.964
3 H 3.040 0.250 3.929  O28 0.964
4 H 1.903 1.231 4.163  O28 0.964
5 H 1.540 0.261 -1.402  O29 0.964
6 H 2.684 -0.230 -0.530  O29 0.964
7 H -0.114 -4.171 1.269  O30 0.964
8 H -0.609 -5.213 0.280  O30 0.964
9 H -1.166 0.039 3.622  O31 0.964
10 H -1.838 -1.293 3.911  O31 0.964
11 H 0.468 -2.018 1.580  O32 0.964
12 H 1.681 -1.104 1.633  O32 0.964
13 H -1.531 3.252 -0.088  O33 0.964
14 H -0.297 3.798 0.611  O33 0.964
15 H 0.650 2.542 -1.387  O34 0.964
16 H -0.254 3.606 -1.986  O34 0.964
17 H -3.802 2.089 0.994  O35 0.964
18 H -4.568 3.108 1.822  O35 0.964
19 H 1.076 -0.118 -3.001  O36 0.964
20 H 1.913 -0.089 -4.269  O36 0.964
21 H -0.705 -1.642 -1.949  O37 0.964
22 H -0.915 -2.397 -0.646  O37 0.964
23 H -2.545 2.059 -4.210  O38 0.964
24 H -2.709 2.822 -2.905  O38 0.964
25 H 3.467 -2.613 -2.161  O39 0.964
26 H 2.410 -2.483 -1.076  O39 0.964
27 O -0.512 -0.783 -0.013  H1 0.964, H2 0.964, O37 1.644
28 O 2.189 0.526 3.571  H3 0.964, H4 0.964
29 O 2.455 -0.038 -1.447  H5 0.964, H6 0.964
30 O 0.177 -4.715 0.528  H7 0.964, H8 0.964
31 O -1.649 -0.435 4.308  H9 0.964, H10 0.964
32 O 1.214 -1.776 2.141  H11 0.964, H12 0.964
33 O -1.144 3.372 0.787  H13 0.964, H14 0.964
34 O 0.112 3.304 -1.147  H15 0.964, H16 0.964
35 O -3.947 2.375 1.903  H17 0.964, H18 0.964
36 O 1.278 -0.634 -3.790  H19 0.964, H20 0.964
37 O -0.240 -1.933 -1.156  H21 0.964, H22 0.964, O27 1.644
38 O -2.042 2.408 -3.465  H23 0.964, H24 0.964
39 O 3.349 -2.659 -1.205  H25 0.964, H26 0.964

Gap between HOMO and LUMO (eV): 7.3449
HOMO (eV): -7.79
Relative energy (zero: lowest compared OMol25 entry of this formula, charge and spin) (eV): 9.0761
Maximum force (Eh/bohr): 0.2865
Calculated total energy (eV): -27032.871
Net charge: 0